(1)
The following is a quantum chemistry calculation of a 2-piece molecular cluster, H4O2 overall at a distorted geometry, from the Open Molecules 2025 dataset.

```
6
Properties=species:S:1:pos:R:3:forces:R:3:mulliken_charge:R:1
H -0.980868 -0.046853 -1.507371 0.5 0.5 0.2 0.330
H 0.144471 1.111158 -1.234516 -1.0 -2.6 -0.3 0.354
H -0.230386 -0.956127 1.645621 0.3 0.4 -0.3 0.297
H 0.564371 -0.217957 0.481270 -1.2 -0.1 1.5 0.368
O -0.044762 0.103777 -1.289408 0.6 2.2 -0.5 -0.696
O 0.107564 -0.090056 1.366282 0.7 -0.4 -0.7 -0.653
```
Positions in Å, forces in eV/Å.

Summary:
**HOMO energy**: -10.69 eV
**Molecular weight**: 36.03 g/mol
**2S+1**: 1
**Frontier orbital gap**: 11.49 eV
**Energy relative to the best compared isomer or geometry (same formula, charge and spin)**: 31.1 kJ/mol

(2)
The following is a quantum chemistry calculation of a 2-piece molecular cluster, C9H10N4 overall at a distorted geometry, from the Open Molecules 2025 dataset.

```
23
Properties=species:S:1:pos:R:3:forces:R:3:mulliken_charge:R:1
C -1.556039 2.416145 1.132089 0.0 -0.1 0.1 -0.594
C -0.752032 3.273652 0.347403 0.0 0.1 -0.2 -0.560
C -0.061050 -0.982473 -1.859132 -0.1 -0.3 -0.2 -0.389
C -0.478936 -2.099365 -2.576568 0.1 0.6 0.1 -0.233
C -0.896283 1.226208 1.239095 -0.4 -0.2 0.2 -0.169
C 0.354288 2.564245 -0.020042 0.2 0.3 -0.2 -0.515
C -0.296495 -3.406541 -0.740094 -0.1 -0.2 0.0 -0.170
C 0.256169 -1.277267 -0.556219 1.8 2.7 1.0 0.624
C 1.631158 -0.231310 1.635704 -0.1 0.0 0.4 -0.867
N -0.592520 -3.292326 -2.013531 -0.3 -0.6 -0.3 -0.534
N 0.159649 -2.417825 0.027543 0.3 0.6 0.5 -0.370
N 0.271904 1.319018 0.535766 -0.5 0.6 0.2 0.877
N 1.256970 0.403195 0.394675 -1.2 -3.4 -1.7 -0.892
H -2.505771 2.653183 1.570169 -0.2 0.0 0.1 0.430
H -0.970643 4.290773 0.090714 0.0 0.2 -0.1 0.422
H 0.036621 -0.000814 -2.288234 0.0 0.1 0.0 0.433
H -0.708993 -2.040289 -3.632778 0.0 0.1 -0.1 0.383
H -1.193673 0.311164 1.712781 0.0 -0.2 0.1 0.339
H 1.214927 2.842191 -0.594564 0.2 0.0 -0.1 0.431
H -0.411425 -4.380276 -0.285162 0.0 -0.1 0.1 0.391
H 0.803174 -0.733825 2.147229 0.1 0.0 0.0 0.288
H 2.402990 -0.964872 1.417644 0.0 0.0 0.0 0.320
H 2.036012 0.527411 2.315512 0.0 0.0 -0.1 0.352
```
Positions in Å, forces in eV/Å.

Summary:
**HOMO energy (spin up / spin down)**: -8.30 / -8.30 eV
**Molecular weight**: 174.21 g/mol
**2S+1**: 1
**Frontier orbital gap (spin up / spin down)**: 8.46 / 8.46 eV
**Energy relative to the best compared isomer or geometry (same formula, charge and spin)**: 443.0 kJ/mol

(3)
The following is a quantum chemistry calculation of C19H31F9N7O8PS4Sn as an isolated structure at a distorted geometry, from the Open Molecules 2025 dataset.

```
80
Properties=species:S:1:pos:R:3:forces:R:3:mulliken_charge:R:1
Sn 0.823454 1.015027 0.407883 -0.2 0.5 -0.3 2.192
O -0.983091 -0.503517 -0.195105 0.0 -0.2 0.1 -0.372
P -1.379816 -1.901676 -0.594738 -0.1 0.4 -0.2 -1.221
N -0.423925 -2.559152 -1.784950 0.1 0.2 0.1 0.303
C 0.993112 -2.770512 -1.412604 -0.1 -0.2 -0.1 0.396
C 1.664099 -3.102993 -2.749791 -0.1 0.1 0.0 -0.743
C 0.757555 -2.450088 -3.820366 0.0 0.1 0.1 -0.775
C -0.321906 -1.731775 -3.010643 0.0 -0.3 0.0 -0.404
N -1.386599 -2.897524 0.712979 0.5 -0.1 -0.1 0.722
C -0.759374 -2.513743 1.997772 -0.1 -0.1 0.0 -0.501
C 0.338092 -3.546311 2.198625 -0.1 0.0 0.0 0.087
C -0.285517 -4.831094 1.643010 0.0 0.1 0.0 -0.961
C -1.260469 -4.365588 0.542061 -0.2 0.0 0.1 -0.646
N -2.867058 -1.810474 -1.307322 -0.1 -0.1 0.2 0.179
C -3.510161 -3.023859 -1.857444 0.1 0.1 0.0 -0.656
C -4.698011 -3.274465 -0.939681 0.0 0.1 0.0 -0.510
C -5.172870 -1.851109 -0.639770 0.1 -0.1 0.0 -0.735
C -3.870511 -1.059976 -0.493295 0.1 0.0 -0.1 -0.505
H 1.094342 -3.567414 -0.677887 0.0 0.0 0.0 0.186
H 1.412490 -1.846952 -0.995721 0.1 0.0 0.1 -0.632
H 1.700187 -4.181198 -2.897036 0.1 0.0 0.0 0.337
H 2.682799 -2.720195 -2.772426 0.0 0.0 0.0 0.357
H 0.306474 -3.210484 -4.455658 0.0 0.0 0.0 0.236
H 1.300639 -1.747947 -4.450680 0.0 0.0 -0.1 0.405
H -1.285567 -1.658198 -3.508334 0.0 0.0 0.0 0.504
H 0.028210 -0.725479 -2.744488 -0.1 0.1 0.0 0.018
H -1.509115 -2.582145 2.790704 0.0 0.0 0.0 0.383
H -0.387936 -1.496071 1.953050 0.0 0.0 0.1 -0.052
H 0.622316 -3.637769 3.245617 0.1 0.0 0.0 0.625
H 1.222287 -3.255178 1.633675 0.0 0.0 0.0 -0.480
H -0.840668 -5.338937 2.432079 0.0 -0.1 0.0 0.324
H 0.460500 -5.522237 1.253840 0.0 0.0 0.0 0.350
H -2.235708 -4.841886 0.664048 0.0 0.0 0.0 0.432
H -0.899561 -4.597495 -0.459751 0.0 0.0 0.0 0.451
H -2.798511 -3.847383 -1.905086 0.0 0.0 0.0 0.293
H -3.857418 -2.809806 -2.872088 0.0 -0.1 0.0 0.471
H -4.366987 -3.758885 -0.017997 0.0 0.0 0.0 0.113
H -5.465227 -3.889679 -1.408127 0.0 0.0 0.0 0.447
H -5.783099 -1.792830 0.259675 0.0 0.1 0.0 0.371
H -5.754418 -1.471579 -1.481822 0.0 0.0 0.0 0.345
H -3.551985 -1.016325 0.551535 0.0 0.0 0.0 0.386
H -3.952969 -0.036904 -0.857552 0.0 0.0 0.0 0.229
F 2.209687 4.870626 -2.645109 0.1 0.0 0.0 -0.219
C 2.101881 5.497606 -1.469616 -0.1 -0.1 -0.1 0.392
F 0.983212 6.235211 -1.499868 0.0 0.0 0.0 -0.200
F 3.139508 6.318129 -1.331681 0.0 0.0 0.0 -0.209
S 2.035337 4.287527 -0.078275 0.5 0.2 -0.4 1.179
O 3.422420 3.886638 0.056451 -0.6 0.6 -0.3 -0.582
O 1.441988 5.026599 0.998346 0.0 0.0 0.0 -0.631
O 1.180435 3.224541 -0.650798 -0.2 -0.2 0.3 -0.623
F 3.682803 -3.110089 1.336256 0.0 0.0 0.0 -0.233
C 4.127918 -1.866559 1.105257 -0.1 -0.1 0.0 0.645
F 5.451963 -1.871267 1.176184 0.0 0.0 0.0 -0.248
F 3.762528 -1.545595 -0.139621 0.1 0.1 0.0 -0.200
S 3.393356 -0.724169 2.369919 -0.5 -0.3 0.0 1.023
O 2.006029 -0.600246 1.871803 0.2 -0.1 0.1 -0.648
O 3.548997 -1.446925 3.589623 0.1 0.1 0.0 -0.671
N 4.207982 0.584087 2.316318 0.0 0.2 -0.2 -0.653
S 3.700935 1.768064 1.323182 0.3 -2.2 0.9 1.094
O 3.521224 1.208462 -0.004577 0.1 0.7 -0.1 -0.643
O 2.499605 2.309962 1.948872 0.3 0.5 -0.3 -0.727
C 5.430044 2.594371 1.501436 0.0 0.0 0.0 0.603
F 6.239560 1.673061 0.986768 0.0 0.0 0.0 -0.211
F 5.660794 2.726814 2.798024 -0.1 0.1 0.0 -0.221
F 5.674581 3.729942 0.905936 -0.2 0.1 0.0 -0.151
C -1.834790 6.859837 1.682984 0.0 -0.1 -0.1 -1.393
C -1.316826 5.550195 2.266141 0.0 0.0 -0.1 0.258
C -1.458773 4.382557 1.339730 0.0 0.0 0.0 0.164
N -1.119062 3.180764 1.630730 0.0 0.0 0.0 -0.711
N -1.330794 2.292456 0.601512 0.4 0.0 0.4 0.163
C -1.830549 2.846708 -0.463548 -0.3 -0.1 0.0 0.453
N -2.208863 2.107482 -1.550326 0.2 0.0 0.0 -0.364
S -2.101378 4.534708 -0.284773 0.0 0.0 0.0 -0.236
H -1.813443 7.646820 2.434472 0.0 0.0 0.0 0.376
H -2.865469 6.759822 1.333849 0.0 0.0 0.1 0.378
H -1.219262 7.175117 0.838488 0.0 0.0 0.0 0.339
H -1.832914 5.304409 3.195435 0.0 0.0 0.0 0.306
H -0.252378 5.629109 2.485907 0.0 0.0 0.1 0.143
H -1.900239 1.142288 -1.496720 0.0 0.0 0.0 0.049
H -2.136131 2.542742 -2.454899 0.0 0.0 0.0 0.262
```
Positions in Å, forces in eV/Å.

Summary:
**HOMO energy**: -9.27 eV
**Molecular weight**: 934.43 g/mol
**2S+1**: 1
**Frontier orbital gap**: 8.69 eV
**Energy relative to the best compared isomer or geometry (same formula, charge and spin)**: 179.6 kJ/mol

(4)
The following is a quantum chemistry calculation of C32H45ClGeInNO4P as an isolated structure, from the Open Molecules 2025 dataset.

```
86
Properties=species:S:1:pos:R:3:forces:R:3:lowdin_spin:R:1
In 0.234068 -0.797256 1.068874 0.2 -0.2 0.2 0.025
C -1.988439 0.971089 4.074993 -0.1 0.0 0.1 0.000
C -1.263467 -0.365571 4.099897 0.0 0.0 -0.1 0.000
C -0.612501 -0.614271 5.450665 0.0 0.0 0.1 0.000
C -2.191234 -1.504782 3.730459 -0.1 0.0 0.0 0.000
O -0.185221 -0.338695 3.099146 0.1 0.1 0.0 0.000
Ge 1.225321 0.992455 3.158630 0.0 0.0 -0.1 0.000
O 2.117264 -0.241096 1.947948 -0.1 0.2 0.1 -0.001
C 3.268905 -1.073418 2.306319 -0.1 0.0 -0.1 0.000
C 2.817403 -2.143668 3.284805 0.0 -0.1 0.0 0.000
C 4.321177 -0.164450 2.923270 0.0 0.0 0.0 0.000
C 3.782278 -1.663917 1.004607 0.0 -0.1 0.0 0.000
O 0.385324 1.499406 1.428743 -0.3 -0.1 0.1 0.008
C 0.598145 2.828451 0.847614 0.2 -0.1 0.0 0.001
C 1.802106 3.493361 1.502139 0.1 0.0 0.0 0.000
C 0.861695 2.655162 -0.636569 -0.1 0.1 0.0 0.008
C -0.657213 3.648139 1.104496 0.0 0.1 0.0 0.001
H -2.746644 0.994488 4.858287 0.0 0.0 0.0 0.000
H -2.496605 1.132453 3.122624 0.0 0.0 0.0 0.000
H -1.303401 1.801135 4.265282 0.0 0.0 0.0 0.000
H -1.379597 -0.725713 6.217348 0.0 0.0 0.0 0.000
H 0.029556 0.217325 5.748910 0.0 0.0 0.0 0.000
H -0.023337 -1.530996 5.426330 0.0 0.0 0.0 0.000
H -3.024421 -1.547112 4.432699 0.0 0.0 0.0 0.000
H -1.666258 -2.457374 3.766614 0.0 0.0 0.0 0.000
H -2.606617 -1.366515 2.728796 0.0 0.0 0.0 0.000
H 2.465783 -1.694827 4.216269 0.0 0.0 0.0 0.000
H 3.645578 -2.809825 3.528451 0.0 0.0 0.0 0.000
H 2.009361 -2.755325 2.873426 0.0 0.0 0.0 0.000
H 3.984314 0.255817 3.872774 0.0 0.0 0.0 0.000
H 4.571386 0.648999 2.241602 0.0 0.0 0.0 0.000
H 5.230755 -0.731107 3.123491 0.0 0.0 0.0 0.000
H 3.021586 -2.274165 0.508687 0.0 0.0 0.0 0.000
H 4.640967 -2.308258 1.194482 0.0 0.0 0.0 0.000
H 4.088420 -0.869389 0.323203 0.0 0.0 0.0 0.000
H 2.696619 2.874465 1.399183 0.0 0.0 0.0 0.000
H 1.630925 3.703808 2.558485 0.0 0.0 0.0 0.000
H 2.001964 4.446021 1.010806 0.0 0.0 0.0 0.000
H 1.701809 1.979371 -0.803082 0.0 0.0 0.0 0.000
H 1.094296 3.616259 -1.097270 0.0 0.0 0.0 0.001
H -0.021308 2.260027 -1.147011 0.0 0.0 0.0 0.006
H -0.905299 3.655935 2.166096 0.0 0.0 0.0 0.000
H -1.512804 3.258199 0.544588 0.0 0.0 0.0 0.001
H -0.514924 4.680391 0.782134 0.0 0.0 0.0 0.000
O -1.937478 0.380292 0.678491 0.0 0.1 -0.1 0.004
N -2.136293 0.613200 -0.674764 -0.2 -0.1 0.2 0.155
C -2.864345 1.592227 -1.062825 0.1 0.0 0.0 0.063
C -2.823492 1.801625 -2.494989 0.0 0.0 0.0 0.003
C -3.680497 2.661707 -3.170133 0.0 0.0 0.0 0.013
C -3.572066 2.769650 -4.548677 0.0 0.0 0.0 0.006
C -2.619654 2.028671 -5.234830 0.0 0.0 0.0 0.008
C -1.751267 1.176206 -4.559106 0.0 0.0 0.0 0.014
C -1.839030 1.069046 -3.179779 -0.1 0.0 0.0 0.008
P -0.853911 -0.079290 -2.192412 0.1 -0.1 -0.4 0.340
C -1.560401 -1.721295 -2.366142 0.0 0.0 0.0 0.021
C -2.554023 -2.208656 -1.515250 0.0 0.0 0.0 0.013
C -3.101478 -3.461441 -1.738702 0.0 0.0 0.0 -0.001
C -2.668259 -4.234101 -2.806391 0.0 0.0 0.0 0.017
C -1.684195 -3.751901 -3.659395 0.0 0.0 0.0 0.000
C -1.129434 -2.501894 -3.444811 0.0 0.0 0.0 0.018
C 0.820055 -0.086919 -2.863603 0.0 0.0 0.1 0.084
C 1.669195 -1.164331 -2.572104 0.0 0.0 0.0 0.048
C 2.997436 -1.128320 -2.956410 0.0 0.0 0.0 -0.003
C 3.501656 -0.010727 -3.612776 0.0 0.0 0.0 0.055
C 2.674672 1.073671 -3.877764 0.0 0.0 0.0 -0.001
C 1.345636 1.047287 -3.491488 0.0 0.0 0.0 0.045
H -1.398699 1.135657 1.043404 0.0 0.0 0.0 0.002
H -3.420041 2.209763 -0.363281 0.0 0.0 0.0 0.006
H -4.429746 3.225905 -2.629948 0.0 0.0 0.0 0.000
H -4.235538 3.427791 -5.092165 0.0 0.0 0.0 0.000
H -2.547034 2.115016 -6.310565 0.0 0.0 0.0 0.000
H -1.017374 0.606596 -5.114379 0.0 0.0 0.0 0.000
H -2.907518 -1.634992 -0.669966 0.0 0.0 0.0 0.001
H -3.863416 -3.836345 -1.069419 0.0 0.0 0.0 0.000
H -3.098461 -5.211748 -2.975949 0.0 0.0 0.0 0.001
H -1.350122 -4.347638 -4.497834 0.0 0.0 0.0 0.000
H -0.369085 -2.135991 -4.122552 0.0 0.0 0.0 0.000
H 1.283651 -2.050402 -2.081892 0.0 0.0 0.0 0.001
H 3.639582 -1.974610 -2.751980 0.0 0.0 0.0 -0.001
H 4.539568 0.015321 -3.915761 0.0 0.0 0.0 0.003
H 3.068297 1.944023 -4.385050 0.0 0.0 0.0 -0.001
H 0.719500 1.908935 -3.682883 0.0 0.0 0.0 0.001
Cl -1.130588 -3.754812 1.276859 0.0 0.1 0.1 0.006
C 0.122705 -2.858829 0.408969 0.1 -0.1 -0.2 0.021
H -0.050342 -2.986954 -0.653120 0.0 0.1 0.0 0.000
H 1.084128 -3.296404 0.672166 0.0 0.1 0.0 0.001
```
Positions in Å, forces in eV/Å.

Summary:
**HOMO energy (spin up / spin down)**: -13.17 / -14.38 eV
**Molecular weight**: 761.57 g/mol
**2S+1**: 2
**Total charge**: +2
**Frontier orbital gap (spin up / spin down)**: 6.81 / 6.82 eV
**Energy relative to the best compared isomer or geometry (same formula, charge and spin)**: 0.0 kJ/mol

(5)
The following is a quantum chemistry calculation of C3H4MgNaO3 as an isolated structure at a distorted geometry, from the Open Molecules 2025 dataset.

```
12
Properties=species:S:1:pos:R:3:forces:R:3:lowdin_spin:R:1
C 0.780416 -1.763885 0.406636 3.9 3.2 1.4 0.000
C 1.358748 -1.911478 -0.828975 -4.5 -1.2 0.0 0.000
H 0.499089 -2.922386 -0.458352 2.1 0.9 -1.8 0.000
H 1.642136 -1.415010 1.015992 -1.0 -0.3 1.3 0.000
H 2.428433 -1.676150 -0.904158 -0.3 -1.3 0.2 0.000
O -0.706205 2.010365 0.842910 2.0 0.1 2.9 0.054
C -1.546170 2.124784 -0.097244 -1.7 0.2 -2.7 0.018
O -1.604234 1.439476 -1.122610 0.5 0.2 1.0 0.170
O -2.413031 3.083734 -0.004283 0.1 -0.1 0.1 0.761
Mg -0.092534 2.722300 2.475743 -0.6 -0.3 -1.2 -0.004
Na -0.187999 -0.133932 -2.251118 -0.1 -0.2 0.0 0.002
H -0.158651 -1.557818 0.925459 -0.4 -1.1 -1.1 0.000
```
Positions in Å, forces in eV/Å.

Summary:
**HOMO energy (spin up / spin down)**: -15.34 / -15.34 eV
**Molecular weight**: 135.36 g/mol
**2S+1**: 2
**Total charge**: +2
**Frontier orbital gap (spin up / spin down)**: 3.46 / 3.50 eV
**Energy relative to the best compared isomer or geometry (same formula, charge and spin)**: 616.9 kJ/mol